# 1
This record from the Open Molecules 2025 dataset describes a cluster of 2 separate species, C5H6N2O in total. The level of theory is ωB97M-V/def2-TZVPD.

**Strongest force on any atom**: 6.99 eV/A
**Spin multiplicity**: 1
**HOMO**: -8.0 eV
**Energy above the lowest of the compared OMol25 structures with the same formula, charge and spin**: 115.92 kcal per mole
**Gap between HOMO and LUMO**: 7.353 eV
**E_LUMO**: -0.6 eV

Last column: natural (NBO) charge in e.
Element x y z (Å)
C: 0.232 0.830 -0.122  0.3937
C: 1.623 0.859 0.079  -0.3775
C: 2.055 -0.493 0.113  -0.2817
C: 1.017 -1.299 0.017  -0.0719
C: -2.352 -0.355 0.308  -0.1483
H: -0.423 2.692 0.672  0.4893
H: 2.451 1.633 0.165  0.2337
H: 3.145 -0.743 0.365  0.2227
H: 1.184 -2.416 0.054  0.2342
H: -3.352 -0.759 0.175  0.1856
H: -2.247 0.743 0.634  0.2127
N: -0.114 -0.545 -0.236  -0.2400
N: -1.324 -1.196 -0.156  -0.1982
O: -0.768 1.723 -0.210  -0.6542

Cartesian forces (eV/Å) of the 2 atoms listed first:
C 2.010 -1.567 0.292
C -0.025 1.100 -0.425

=====

# 2
This record from the Open Molecules 2025 dataset describes the ion ClH6OP2S with charge -1. The level of theory is ωB97M-V/def2-TZVPD.

**Strongest force on any atom**: 0.78 eV/A
**Spin multiplicity**: 1
**HOMO**: -3.6 eV
**Gap between HOMO and LUMO**: 7.306 eV
**Total charge**: -1
**E_LUMO**: 3.7 eV

Last column: natural (NBO) charge in e.
Element x y z (Å)
O: -1.400 1.423 1.525  -1.0156
P: -1.758 0.620 0.115  0.7148
Cl: -1.624 2.255 -1.191  -0.3912
P: 0.179 -0.480 -0.265  0.3006
S: 2.016 -1.785 -0.571  -0.5404
H: -0.997 0.774 2.139  0.4860
H: -0.579 -1.426 -1.091  -0.1611
H: -0.184 -1.300 0.919  -0.1857
H: 0.931 0.436 0.598  -0.1649
H: 0.502 0.306 -1.448  -0.1508
H: 2.914 -0.824 -0.730  0.1085

Cartesian forces (eV/Å) of the 2 atoms listed first:
O 0.108 -0.256 0.729
P -0.401 -0.256 -0.100

=====

# 3
This record from the Open Molecules 2025 dataset describes a structure of composition C14Cl5MoN4S4. The level of theory is ωB97M-V/def2-TZVPD.

**Strongest force on any atom**: 2.45 eV/A
**Spin multiplicity**: 1
**HOMO (alpha / beta)**: -12.7 / -12.7 eV
**Energy above the lowest of the compared OMol25 structures with the same formula, charge and spin**: 9.26 kcal per mole
**Gap between HOMO and LUMO (alpha / beta)**: 5.093 / 5.104 eV
**Total charge**: +1
**E_LUMO (alpha / beta)**: -7.6 / -7.6 eV

Last column: natural (NBO) charge in e.
Element x y z (Å)
Mo: 0.859 -0.973 0.082  0.3252
Cl: 1.159 2.094 0.828  0.0789
C: -0.309 1.816 -0.142  0.0649
C: -0.630 0.501 -0.348  -0.3726
C: -1.931 0.233 -0.812  -0.0305
Cl: -2.528 -1.381 -0.960  0.0935
C: -2.841 1.313 -1.136  -0.0942
Cl: -4.437 1.001 -1.658  0.1204
C: -2.416 2.605 -0.995  -0.0545
Cl: -3.409 3.919 -1.341  0.1537
C: -1.108 2.857 -0.480  -0.1131
Cl: -0.680 4.491 -0.142  0.1092
S: 0.802 -2.884 -1.187  0.3554
C: 1.427 -1.472 -2.035  -0.4315
S: 2.636 -0.506 -1.179  0.4180
C: 1.026 -1.109 -3.328  -0.0631
C: 1.561 0.054 -3.991  0.1948
N: 1.846 1.002 -4.561  -0.1180
C: 0.198 -2.016 -4.137  0.2054
N: -0.438 -2.712 -4.807  -0.1241
S: 2.466 -1.322 1.785  0.2742
C: 1.133 -1.225 2.995  -0.2708
S: -0.289 -0.960 2.117  0.3781
C: 1.161 -1.175 4.373  -0.2045
C: -0.064 -0.934 5.066  0.2264
N: -1.115 -0.779 5.529  -0.1749
C: 2.418 -1.214 5.038  0.2294
N: 3.505 -1.224 5.428  -0.1759

Cartesian forces (eV/Å) of the 2 atoms listed first:
Mo -0.860 0.177 0.577
Cl -0.505 -0.320 -0.689

=====

# 4
This record from the Open Molecules 2025 dataset describes a structure of composition C20H25CrN2S6Si. The level of theory is ωB97M-V/def2-TZVPD.

**Strongest force on any atom**: 2.78 eV/A
**Spin multiplicity**: 5
**HOMO (alpha / beta)**: -2.7 / -3.1 eV
**Energy above the lowest of the compared OMol25 structures with the same formula, charge and spin**: 37.35 kcal per mole
**Gap between HOMO and LUMO (alpha / beta)**: 4.398 / 4.840 eV
**Total charge**: -1
**E_LUMO (alpha / beta)**: 1.7 / 1.7 eV

Last column: Löwdin spin population.
Element x y z (Å)
Cr: -1.169 1.108 -0.921  3.6293
S: -6.890 5.457 -2.497  -0.0022
C: -5.635 4.444 -2.162  -0.0001
S: -4.706 3.621 -3.392  0.0026
C: -3.572 2.820 -2.306  0.0124
C: -3.765 3.040 -0.982  0.0102
S: -2.794 2.367 0.268  0.0206
S: -5.106 4.086 -0.539  0.0013
S: -2.320 1.841 -2.963  0.0414
C: -1.239 -4.236 1.287  0.0024
Si: 0.023 -4.268 -0.133  -0.0015
C: -0.542 -5.605 -1.381  -0.0005
C: 1.684 -4.780 0.690  -0.0003
C: 0.375 -2.687 -1.089  -0.0025
C: 1.373 -2.704 -2.076  0.0404
C: 1.647 -1.550 -2.806  -0.0008
C: 0.949 -0.399 -2.532  0.0389
N: -0.006 -0.333 -1.578  0.0151
C: -0.295 -1.483 -0.902  0.0432
S: -1.546 -1.236 0.261  0.0463
H: -1.317 -5.215 1.752  0.0004
H: -2.221 -3.949 0.928  0.0008
H: -0.958 -3.517 2.050  0.0005
H: -0.703 -6.561 -0.890  -0.0001
H: 0.188 -5.754 -2.170  0.0001
H: -1.475 -5.310 -1.851  0.0000
H: 1.580 -5.720 1.223  0.0000
H: 2.008 -4.030 1.405  0.0000
H: 2.479 -4.900 -0.039  0.0001
H: 1.920 -3.614 -2.267  0.0028
H: 2.410 -1.550 -3.572  -0.0010
H: 1.123 0.521 -3.073  0.0029
C: 1.159 -0.125 1.743  0.0062
N: 0.828 0.886 2.755  0.0016
C: 2.047 1.381 3.405  0.0002
C: -0.007 2.014 2.179  0.0144
C: 0.651 2.732 1.036  0.0167
C: 1.517 3.790 1.318  -0.0009
C: 2.083 4.524 0.295  0.0162
C: 1.785 4.182 -1.021  0.0004
C: 0.929 3.134 -1.287  0.0205
C: 0.302 2.378 -0.285  0.0036
H: 1.779 -0.909 2.171  0.0005
H: 1.691 0.351 0.923  0.0010
H: 0.229 -0.564 1.349  0.0041
H: 0.238 0.432 3.457  0.0001
H: 2.665 1.878 2.658  0.0000
H: 2.606 0.553 3.842  0.0001
H: 1.800 2.097 4.186  0.0001
H: -0.220 2.698 3.003  0.0008
H: -0.941 1.565 1.825  0.0075
H: 1.722 4.068 2.347  -0.0002
H: 2.730 5.362 0.515  0.0012
H: 2.207 4.763 -1.831  -0.0005
H: 0.700 2.907 -2.324  0.0037

Cartesian forces (eV/Å) of the 2 atoms listed first:
Cr -1.557 0.565 0.245
S -0.301 0.207 -0.087